Record 1
This record from the OMol25 dataset describes a cluster of 3 separate species, C4H16N2O2 in total in a non-equilibrium geometry. The level of theory is the ωB97M-V functional and the def2-TZVPD basis.

Geometry as ORCA input:
```
! wB97M-V def2-TZVPD RIJCOSX def2/J DEFGRID3
* xyz 0 1
H -0.631 1.514 -2.782
C 1.293 -2.786 -0.433
H -2.124 0.187 1.866
N -0.673 -0.100 0.225
H 0.309 -2.624 -1.070
H 1.301 -3.598 0.297
H 1.847 -0.609 -0.026
H -0.838 2.033 2.064
C 1.389 -1.572 0.327
H 1.498 2.957 0.194
O -1.001 0.829 -3.354
C -1.750 0.601 0.877
H 0.188 -0.833 1.905
C 0.000 -1.150 0.855
H -0.109 0.493 -0.263
H -2.237 2.579 1.276
N -1.465 2.084 1.244
H -2.730 0.789 0.347
O 1.758 2.382 -0.479
H -1.340 0.309 -2.602
H 1.534 3.000 -1.255
H 2.203 -1.642 1.131
H 2.115 -2.757 -1.248
H -0.538 -2.087 0.901
*
```

Electronic energy, eV: -11480.12408
Lowest unoccupied orbital energy, eV: 0.59
Orbital gap, eV: 9.23
SMILES: CCCNCN.O.O

The net atomic charges from natural (NBO), expressed in e, are:
1. H 0.46
2. C -0.62
3. H 0.17
4. N -0.67
5. H 0.21
6. H 0.22
7. H 0.22
8. H 0.36
9. C -0.42
10. H 0.47
11. O -0.93
12. C -0.04
13. H 0.15
14. C -0.20
15. H 0.38
16. H 0.35
17. N -0.87
18. H 0.16
19. O -0.93
20. H 0.47
21. H 0.47
22. H 0.20
23. H 0.22
24. H 0.17

Record 2
This record from the OMol25 dataset describes a cluster of 2 separate species, CH7O2 in total in a non-equilibrium geometry. The level of theory is the ωB97M-V functional and the def2-TZVPD basis.

Geometry as ORCA input:
```
! wB97M-V def2-TZVPD RIJCOSX def2/J DEFGRID3
* xyz 1 1
H 1.136 -1.191 0.984
H 0.547 1.215 -2.410
H -1.387 0.145 0.323
H -0.398 -2.084 0.419
O -0.453 0.077 0.710
C 0.050 -1.351 1.050
H -0.279 -1.416 2.054
O 0.460 1.519 -1.490
H 0.105 0.606 -0.090
H 0.217 2.480 -1.550
*
```

Electronic energy, eV: -5237.35247
Lowest unoccupied orbital energy, eV: -4.12
Orbital gap, eV: 13.17

The net atomic charges from natural (NBO), expressed in e, are:
1. H 0.23
2. H 0.52
3. H 0.55
4. H 0.22
5. O -0.68
6. C -0.21
7. H 0.23
8. O -0.98
9. H 0.59
10. H 0.52

Record 3
This record from the OMol25 dataset describes a cluster of 2 separate species, C5H12N in total in a non-equilibrium geometry. The level of theory is the ωB97M-V functional and the def2-TZVPD basis.

Geometry as ORCA input:
```
! wB97M-V def2-TZVPD RIJCOSX def2/J DEFGRID3
* xyz 2 2
H -0.463 0.692 1.603
N 1.798 -0.055 -0.197
H -0.049 2.131 0.161
H -1.845 -2.009 0.752
H 0.777 0.075 0.071
H 1.205 -1.062 -1.882
C -0.628 1.733 -0.688
H -0.464 -2.004 1.932
H 3.065 -0.678 -1.664
C -0.866 -0.101 0.950
H 2.603 0.321 0.295
C 2.035 -0.654 -1.302
C -1.326 -1.427 1.527
H 0.008 1.761 -1.589
C -1.060 0.342 -0.307
H -1.965 -1.200 2.398
H -1.384 -0.349 -1.120
H -1.442 2.484 -0.940
*
```

Electronic energy, eV: -6847.80423
Lowest unoccupied orbital energy (spin up / spin down), eV: -9.49 / -13.46
Orbital gap (spin up / spin down), eV: 11.11 / 8.78
⟨S²⟩: 0.753

The net atomic charges from natural (NBO), expressed in e, are:
1. H 0.24
2. N -0.59
3. H 0.24
4. H 0.27
5. H 0.41
6. H 0.23
7. C -0.73
8. H 0.32
9. H 0.27
10. C 0.06
11. H 0.47
12. C 0.18
13. C -0.70
14. H 0.30
15. C 0.06
16. H 0.34
17. H 0.26
18. H 0.37

Record 4
This record from the OMol25 dataset describes a structure of composition C34H36AsF5MoPS3. The level of theory is the ωB97M-V functional and the def2-TZVPD basis.

Geometry as ORCA input:
```
! wB97M-V def2-TZVPD RIJCOSX def2/J DEFGRID3
* xyz 3 3
H 1.104 2.840 -1.729
C -4.594 4.914 -4.174
C -0.004 0.905 -4.309
H -2.689 -0.094 3.310
H -4.625 -2.288 -3.103
H -1.389 2.083 3.656
C -5.326 6.136 -6.537
H -5.108 3.917 0.271
C -2.265 2.196 -1.452
H -7.220 6.517 -5.594
H -3.252 -2.238 2.263
H -0.519 1.773 2.175
C 0.083 1.437 -3.024
H -3.199 -4.232 -2.610
C -1.821 -0.639 -2.200
C -5.627 3.289 -1.728
H -5.612 6.613 -7.466
H 0.785 0.964 -6.300
H -0.717 0.122 -4.537
C -1.025 -1.755 -1.894
C -7.626 1.981 -1.943
F 1.921 -2.953 -1.655
C -1.504 -3.050 -2.031
C 1.762 2.378 -5.015
H 2.575 3.679 -3.512
F 3.184 -0.497 0.489
C -3.128 -0.834 -2.612
C 1.850 2.908 -3.732
H -8.348 1.462 -2.559
C -4.046 5.597 -6.408
H -6.572 5.456 -3.467
C -2.681 2.853 -2.770
H -3.783 0.005 -2.813
H -1.274 -3.759 2.796
C -6.235 6.083 -5.484
C -6.544 2.613 -2.536
H 2.421 2.740 -5.792
C 2.242 -1.108 -0.235
F 3.924 -2.132 -1.546
H 2.315 0.234 3.051
H -0.864 -3.898 -1.825
H -1.040 -2.118 3.439
C -5.796 3.352 -0.346
H 0.075 -1.661 -1.744
S 0.108 0.313 3.985
C 1.543 -1.733 2.707
F 1.908 -0.220 -1.306
F 3.115 -3.226 0.142
H 1.436 -2.184 3.694
C -7.797 2.038 -0.565
C 0.842 1.379 -5.302
C -1.155 -2.707 2.532
C -2.809 -3.232 -2.476
As -4.129 4.156 -2.531
C -1.050 1.283 2.996
C 1.017 2.435 -2.732
S 0.395 -2.581 1.575
C -2.321 -2.231 1.695
H 2.533 -1.995 2.339
C 2.833 -2.384 -0.851
H -1.841 3.374 -3.229
H -2.666 4.597 -5.124
H -6.428 2.591 -3.613
C -3.611 -2.132 -2.760
C -6.887 2.721 0.232
Mo 0.209 -0.603 0.031
S -2.045 -0.559 1.061
C -2.278 0.527 2.514
C -3.666 5.000 -5.225
H 1.129 0.278 1.802
P -0.998 0.885 -1.701
H -3.059 2.130 -3.498
H -3.055 1.229 2.208
H -8.656 1.562 -0.112
H -2.468 -2.845 0.805
C -5.873 5.487 -4.294
H -7.043 2.784 1.301
C 1.359 -0.217 2.779
H -1.836 2.937 -0.774
H -3.350 5.655 -7.234
H -3.112 1.733 -0.939
*
```

Electronic energy, eV: -153890.94515
Lowest unoccupied orbital energy (spin up / spin down), eV: -8.96 / -10.26
Orbital gap (spin up / spin down), eV: 7.28 / 6.31
⟨S²⟩: 2.019

The net atomic charges from Löwdin, expressed in e, are:
1. H 0.11
2. C -0.40
3. C -0.07
4. H 0.09
5. H 0.13
6. H 0.09
7. C 0.00
8. H 0.10
9. C -0.37
10. H 0.13
11. H 0.11
12. H 0.07
13. C -0.41
14. H 0.13
15. C -0.41
16. C -0.41
17. H 0.13
18. H 0.12
19. H 0.11
20. C -0.22
21. C -0.05
22. F 0.15
23. C -0.03
24. C -0.03
25. H 0.12
26. F 0.11
27. C -0.05
28. C -0.04
29. H 0.12
30. C -0.04
31. H 0.11
32. C -0.37
33. H 0.11
34. H 0.11
35. C -0.03
36. C -0.10
37. H 0.13
38. C -0.44
39. F 0.22
40. H 0.10
41. H 0.13
42. H 0.06
43. C -0.11
44. H 0.07
45. S 0.96
46. C -0.44
47. F -0.06
48. F 0.17
49. H 0.10
50. C -0.04
51. C -0.04
52. C -0.44
53. C -0.02
54. As 1.49
55. C -0.52
56. C -0.11
57. S 0.94
58. C -0.45
59. H 0.08
60. C -0.61
61. H 0.07
62. H 0.10
63. H 0.11
64. C -0.01
65. C -0.06
66. Mo 0.97
67. S 0.85
68. C -0.44
69. C -0.09
70. H 0.03
71. P 0.98
72. H 0.08
73. H 0.08
74. H 0.12
75. H 0.08
76. C -0.09
77. H 0.12
78. C -0.52
79. H 0.09
80. H 0.12
81. H 0.07

Record 5
This record from the OMol25 dataset describes a structure of composition C20H20BeN7S2. The level of theory is the ωB97M-V functional and the def2-TZVPD basis.

Geometry as ORCA input:
```
! wB97M-V def2-TZVPD RIJCOSX def2/J DEFGRID3
* xyz 1 1
C 2.344 -1.452 0.167
Be -0.255 -0.939 0.927
H 1.483 0.689 5.280
S -1.854 -2.247 0.286
C 2.107 -2.445 1.192
C 1.773 0.042 -1.267
C -0.083 2.472 2.868
H 4.980 0.364 -2.455
N 1.299 -0.787 -0.254
H -0.403 3.470 2.611
N -1.980 0.185 -0.893
C 1.103 0.939 -2.102
H 3.791 1.980 -3.899
H -2.724 0.049 -3.289
H -3.680 -1.283 -3.925
N -3.026 -1.530 -1.986
N 0.030 0.155 2.312
C 1.856 1.622 -3.033
H -1.147 3.627 0.410
H -2.685 2.967 0.972
C -1.130 1.519 0.774
N 0.802 -2.397 1.588
C 2.844 -3.437 1.751
H 0.033 1.065 -2.040
H 1.370 2.321 -3.700
H 4.397 -1.526 -0.324
C 0.589 2.222 4.055
C -0.353 1.415 2.016
H 0.806 3.032 4.738
H -4.616 0.700 -1.782
N 3.486 -1.130 -0.477
H -5.595 -0.621 -2.437
N -1.208 0.383 0.193
H 3.876 -3.697 1.582
H 0.954 -1.104 3.646
C 3.916 0.527 -2.350
C 0.672 -0.077 3.454
H -5.116 0.723 -3.478
C 0.969 0.926 4.360
C -3.517 -0.657 -3.047
C 0.519 -3.363 2.413
C 3.152 -0.159 -1.412
H -3.337 -2.485 -1.951
C 3.242 1.424 -3.151
H -2.158 2.658 -0.685
S 1.844 -4.363 2.787
C -1.815 2.768 0.341
C -2.299 -1.100 -0.955
C -4.790 0.079 -2.661
H -0.465 -3.524 2.828
*
```

Electronic energy, eV: -53566.64613
Lowest unoccupied orbital energy, eV: -3.08
Orbital gap, eV: 7.52

The net atomic charges from natural (NBO), expressed in e, are:
1. C 0.39
2. Be 1.59
3. H 0.24
4. S -0.47
5. C 0.06
6. C 0.15
7. C -0.23
8. H 0.23
9. N -0.61
10. H 0.24
11. N -0.48
12. C -0.17
13. H 0.23
14. H 0.21
15. H 0.21
16. N -0.57
17. N -0.62
18. C -0.22
19. H 0.23
20. H 0.25
21. C 0.22
22. N -0.56
23. C -0.40
24. H 0.23
25. H 0.23
26. H 0.43
27. C -0.11
28. C 0.20
29. H 0.24
30. H 0.22
31. N -0.50
32. H 0.21
33. N -0.39
34. H 0.26
35. H 0.21
36. C -0.22
37. C 0.08
38. H 0.22
39. C -0.25
40. C -0.22
41. C -0.12
42. C 0.08
43. H 0.41
44. C -0.19
45. H 0.26
46. S 0.54
47. C -0.69
48. C 0.34
49. C -0.62
50. H 0.26

Record 6
This record from the OMol25 dataset describes a structure of composition C33H32N5ORuS in a non-equilibrium geometry. The level of theory is the ωB97M-V functional and the def2-TZVPD basis.

Geometry as ORCA input:
```
! wB97M-V def2-TZVPD RIJCOSX def2/J DEFGRID3
* xyz 2 2
C 0.623 1.864 3.597
H -3.010 1.482 1.181
H 4.431 -2.654 0.931
H -4.829 -1.323 3.852
C 0.336 5.420 -2.097
O 0.391 1.009 1.166
H -3.689 -2.016 -0.437
C 2.000 -1.597 1.481
H 1.016 0.872 3.805
C 2.560 -1.318 2.722
H 0.073 2.272 4.444
C -0.054 -2.675 4.992
H 0.369 -2.519 0.437
H -1.640 -0.834 0.352
C -2.712 -0.481 -3.288
C -4.043 0.063 2.417
C 0.786 -2.262 1.404
C -0.673 1.039 -3.541
C -1.991 -0.745 -0.667
H 2.644 -3.807 -2.775
C 0.119 -2.628 2.556
N -0.657 -2.873 5.950
H 1.430 2.540 3.321
C 3.671 -3.371 -0.921
H -4.965 0.126 1.854
C 3.743 -2.500 0.111
H -0.011 -1.789 -2.759
H 2.359 -0.219 -3.901
C -2.803 -0.791 4.300
H -0.969 3.335 0.213
H 1.188 -2.489 -3.818
C -0.416 3.689 -0.647
C 0.678 -2.340 3.799
Ru 0.529 0.742 -0.962
H 0.847 -0.431 -4.765
C -3.121 -1.401 -1.121
C -2.947 0.819 2.037
C -1.770 0.745 2.779
C -0.378 5.032 -0.979
C 1.907 -1.692 3.885
H 1.521 4.719 -3.754
C -3.967 -0.746 3.545
C 1.288 -0.382 -3.767
C -1.699 -0.041 3.922
H -0.908 5.751 -0.371
H 4.314 -4.239 -0.962
H -4.362 -1.779 -2.833
N 0.723 0.791 -3.056
H -0.833 -3.140 2.503
S -0.452 1.775 2.190
H 2.341 -1.483 4.854
C -1.606 0.160 -2.769
H 0.384 6.462 -2.386
C 0.976 4.452 -2.859
H 3.518 -0.815 2.786
C -3.490 -1.267 -2.449
C 1.032 -1.709 -3.073
N 0.223 2.757 -1.361
H -0.941 2.069 -3.319
H -0.810 -0.073 4.534
H -0.756 0.901 -4.619
H -2.748 -1.402 5.193
N -1.259 0.033 -1.472
H -2.958 -0.369 -4.336
C 0.905 3.132 -2.464
C 2.811 -1.332 0.226
H 3.408 -0.426 0.383
H 1.628 2.287 -4.306
H 2.542 1.801 -2.874
C 1.925 -1.971 -1.896
C 1.538 2.014 -3.250
C 2.735 -3.134 -1.935
N 1.954 -1.087 -0.932
*
```

Electronic energy, eV: -57641.39984
Lowest unoccupied orbital energy (spin up / spin down), eV: -5.52 / -6.53
Orbital gap (spin up / spin down), eV: 7.60 / 7.07
⟨S²⟩: 0.785

The net atomic charges from Löwdin, expressed in e, are:
1. C -0.20
2. H 0.11
3. H 0.13
4. H 0.12
5. C -0.01
6. O -0.63
7. H 0.12
8. C -0.20
9. H 0.04
10. C -0.02
11. H 0.08
12. C -0.18
13. H 0.11
14. H 0.10
15. C 0.02
16. C -0.06
17. C -0.02
18. C -0.08
19. C -0.10
20. H 0.12
21. C -0.01
22. N 0.20
23. H 0.07
24. C -0.04
25. H 0.12
26. C 0.03
27. H 0.11
28. H 0.14
29. C -0.04
30. H 0.07
31. H 0.13
32. C -0.09
33. C -0.23
34. Ru 1.18
35. H 0.13
36. C -0.02
37. C -0.11
38. C -0.39
39. C -0.01
40. C -0.01
41. H 0.13
42. C -0.03
43. C -0.13
44. C -0.07
45. H 0.12
46. H 0.13
47. H 0.13
48. N -0.26
49. H 0.13
50. S 0.99
51. H 0.13
52. C -0.25
53. H 0.13
54. C 0.02
55. H 0.13
56. C -0.01
57. C -0.10
58. N -0.04
59. H 0.13
60. H 0.10
61. H 0.14
62. H 0.11
63. N -0.05
64. H 0.13
65. C -0.26
66. C -0.27
67. H 0.16
68. H 0.15
69. H 0.14
70. C -0.28
71. C -0.10
72. C 0.03
73. N 0.05